Record 1
{
  "formula": "C22H25BrF2N3OS3Tc",
  "method": "ωB97M-V/def2-TZVPD",
  "species": ["Tc", "F", "C", "C", "C", "C", "C", "F", "C", "C", "C", "C", "C", "C", "N", "H", "H", "H", "H", "H", "H", "O", "C", "C", "C", "N", "C", "Br", "C", "H", "H", "H", "H", "C", "C", "S", "C", "C", "S", "C", "C", "S", "H", "H", "H", "H", "H", "H", "H", "H", "H", "H", "H", "H", "N", "H", "H", "H"],
  "positions_angstrom": [[-0.643647, -0.958717, 0.274861], [4.391750, -2.128427, 2.132194], [3.217428, -1.444351, 2.202480], [2.277904, -1.594665, 1.169255], [1.075223, -0.940261, 1.393359], [0.894867, -0.042983, 2.503885], [1.815022, -0.028096, 3.495170], [1.747004, 0.784494, 4.596153], [2.972902, -0.804451, 3.420968], [-0.155182, 0.968923, 2.290866], [-0.117391, 2.243094, 2.854853], [-1.030300, 3.212070, 2.351020], [-2.066702, 2.827002, 1.463937], [-2.073866, 1.537494, 1.013807], [-1.142476, 0.596979, 1.392997], [2.420331, -2.237632, 0.289619], [3.646544, -0.892629, 4.278443], [0.796609, 2.449855, 3.465950], [-0.979101, 4.241176, 2.753277], [-2.801202, 3.551381, 1.073005], [-2.763245, 1.228303, 0.252838], [-2.518469, -5.825717, 3.681637], [-2.043954, -4.675820, 3.013530], [-2.298159, -3.392704, 3.537549], [-1.845811, -2.369634, 2.733232], [-1.235060, -2.517368, 1.538164], [-1.023652, -3.727448, 1.125639], [-0.099046, -3.725031, -0.597802], [-1.416159, -4.849513, 1.723186], [-3.240728, -5.648342, 4.314401], [-2.659036, -3.193463, 4.521414], [-2.050944, -1.298453, 2.997496], [-1.454847, -5.794661, 1.225758], [1.352781, 2.978674, -5.386908], [2.695473, 2.857351, -4.719188], [2.701207, 1.314337, -3.779998], [2.680741, 1.737524, -1.987808], [1.246708, 1.844593, -1.397956], [0.291179, 0.196006, -1.505025], [-1.010742, 0.530642, -2.805931], [-0.855309, 1.651783, -3.849081], [0.499414, 1.407184, -5.001969], [1.491951, 3.073047, -6.508366], [0.806021, 3.903680, -5.098127], [2.820380, 3.569956, -3.919539], [3.648471, 2.821186, -5.367088], [3.168522, 2.709248, -1.908087], [3.252186, 0.911264, -1.459330], [0.697145, 2.635466, -1.895047], [1.429170, 2.162699, -0.281528], [-1.971224, 0.710510, -2.294713], [-1.125007, -0.425908, -3.257926], [-0.681042, 2.597666, -3.310280], [-1.728637, 1.750723, -4.437675], [-2.537170, -1.554518, -0.885651], [-2.883254, -0.731417, -1.397028], [-3.377101, -1.945312, -0.449322], [-2.208490, -2.256793, -1.579591]],
  "atomic_forces_ev_per_a": [[0.169, -3.108, 0.104], [-1.065, 0.686, -0.259], [1.081, -1.444, 0.877], [-0.291, 0.159, 0.615], [-0.407, 1.466, -0.326], [-1.025, 0.232, -1.532], [2.030, 0.332, 1.954], [-0.508, -0.740, -1.095], [-0.215, -0.031, -0.703], [-0.678, -0.568, 0.233], [0.171, 0.807, -1.057], [0.176, -0.498, 1.291], [0.614, 0.776, 0.306], [0.898, -0.787, 0.203], [0.374, 2.205, 0.716], [0.278, 0.330, 0.609], [-0.074, 0.174, -0.523], [-1.395, 0.254, -0.341], [-0.014, -0.651, -0.481], [0.480, -0.484, 0.401], [-0.399, -0.271, -0.076], [1.189, 2.128, -1.895], [-1.755, -2.367, 1.097], [1.675, -0.454, -1.593], [-0.784, 2.006, 0.463], [-0.660, 1.555, 1.569], [1.029, -0.391, -2.187], [-0.282, 0.145, 0.634], [-1.520, -0.984, 2.356], [0.499, 0.257, -0.202], [-0.497, -0.056, 0.348], [0.355, -1.217, -0.039], [0.439, -0.550, 0.065], [-0.439, 0.962, -1.603], [2.075, -0.207, 0.504], [0.946, -1.211, 0.666], [-0.626, -1.022, -0.045], [1.155, -0.011, 2.114], [1.187, 2.307, -1.893], [-0.565, 0.493, 0.443], [1.570, 0.796, 1.808], [-0.329, -0.404, -1.159], [-0.502, -0.472, 1.205], [0.145, -0.826, 0.057], [0.252, 0.813, -0.211], [-1.727, 0.276, 0.794], [0.160, -0.103, 0.299], [-0.474, 1.127, -0.758], [-0.305, -0.092, 0.110], [-0.845, -0.855, -1.953], [0.500, 0.306, -0.111], [0.051, -0.809, -0.646], [-0.313, -0.211, -0.389], [-1.113, -0.044, -0.466], [-0.416, 0.371, -0.943], [-0.040, -0.729, 0.045], [0.351, -0.002, 0.104], [-0.590, 0.633, 0.496]],
  "mulliken_spin": [1.9681, -0.0034, -0.0378, 0.0813, -0.1554, 0.0409, -0.0227, -0.0022, 0.0806, 0.0101, -0.0003, 0.0280, -0.0110, 0.0398, -0.0715, 0.0024, 0.0017, 0.0003, 0.0001, 0.0003, 0.0000, 0.0048, 0.0140, -0.0065, 0.0258, -0.0037, 0.0092, 0.0022, -0.0081, -0.0001, 0.0000, -0.0008, -0.0002, -0.0110, -0.0135, 0.4985, 0.0095, 0.0455, -0.0471, 0.0251, -0.0157, 0.4833, 0.0018, 0.0037, 0.0047, 0.0001, 0.0105, 0.0104, -0.0042, -0.0025, -0.0014, 0.0046, -0.0034, 0.0236, -0.0112, -0.0010, 0.0046, -0.0003],
  "charge": 3,
  "s_squared": 3.7778,
  "spin_multiplicity": 4,
  "energy_ha": -5140.89040,
  "lumo_energy_ev": [-8.538, -10.538]
}

Record 2
{
  "formula": "C9H30O9",
  "method": "ωB97M-V/def2-TZVPD",
  "species": ["O", "C", "C", "O", "H", "H", "H", "H", "H", "H", "O", "C", "C", "O", "H", "H", "H", "H", "H", "H", "O", "C", "C", "O", "H", "H", "H", "H", "H", "H", "C", "O", "H", "H", "H", "H", "C", "O", "H", "H", "H", "H", "C", "O", "H", "H", "H", "H"],
  "positions_angstrom": [[0.183808, -1.936259, -4.546184], [-0.145631, -1.343323, -3.295959], [-0.028173, 0.163662, -3.398972], [1.343098, 0.554843, -3.502380], [1.113239, -1.755717, -4.721564], [-1.159565, -1.674743, -3.057020], [0.465436, -1.772841, -2.492927], [-0.470268, 0.715179, -2.561076], [-0.535060, 0.535817, -4.287308], [1.814589, 0.196809, -2.733745], [2.970823, 1.005833, 1.830268], [3.621462, -0.082741, 1.205771], [2.703352, -0.685773, 0.164190], [2.392782, 0.208017, -0.901608], [3.529298, 1.318165, 2.549331], [4.609988, 0.133070, 0.790395], [3.815737, -0.893635, 1.924195], [1.769756, -1.021762, 0.629295], [3.139849, -1.573815, -0.291410], [2.126654, 1.045003, -0.493469], [0.330167, 1.630147, 1.252310], [-0.112128, 2.916346, 1.643065], [-0.379483, 2.946399, 3.143867], [0.893670, 3.146720, 3.765223], [1.227564, 1.500551, 1.615293], [0.625031, 3.669532, 1.348924], [-1.005009, 3.220853, 1.091491], [-0.774718, 1.977293, 3.463963], [-1.116503, 3.699915, 3.437757], [0.828355, 2.939620, 4.701919], [0.775557, -3.175370, 2.231726], [0.113037, -3.626856, 1.047971], [0.365351, -2.227460, 2.592386], [0.712687, -3.937071, 3.008897], [1.815191, -2.980046, 1.978282], [-0.816052, -3.687520, 1.297787], [-1.920470, -0.892563, 0.375596], [-2.082752, 0.504631, 0.172011], [-2.131360, -1.417432, -0.551255], [-0.876286, -1.095575, 0.651409], [-2.486487, -1.258658, 1.238472], [-1.409457, 0.959009, 0.698703], [-4.603479, 0.214551, -2.307477], [-3.429146, 1.004717, -2.283712], [-4.925497, 0.101157, -3.343911], [-4.473714, -0.763682, -1.835805], [-5.442303, 0.704839, -1.791542], [-2.962940, 0.790161, -1.453175]],
  "atomic_forces_ev_per_a": [[0.051, -0.317, 0.097], [-0.375, -0.123, -0.251], [0.385, 0.497, 0.656], [0.088, -0.306, -0.385], [-0.039, 0.151, -0.001], [-0.117, 0.271, -0.215], [0.261, 0.300, 0.040], [-0.198, -0.415, 0.185], [0.045, -0.219, -0.144], [-0.179, 0.231, -0.005], [0.329, 0.186, 0.015], [0.185, -1.565, -0.048], [-0.443, 0.185, -0.335], [0.324, 0.136, 0.467], [-0.171, 0.185, -0.017], [-0.197, 0.608, -0.175], [-0.150, 0.142, 0.156], [0.017, 0.118, 0.169], [0.260, 0.072, 0.062], [-0.176, -0.091, -0.264], [0.023, -0.012, -0.241], [-0.221, 0.486, 0.336], [0.364, -0.092, -0.076], [-0.031, 0.065, 0.107], [-0.246, -0.104, -0.026], [0.132, 0.042, 0.379], [-0.151, -0.581, -0.057], [-0.129, -0.041, -0.248], [0.216, 0.254, -0.111], [-0.037, 0.036, -0.014], [-0.028, 0.010, -0.344], [-0.046, 0.294, 0.476], [-0.130, -0.040, 0.078], [0.135, 0.077, 0.162], [0.063, -0.225, -0.011], [0.020, -0.128, -0.325], [1.116, 0.274, 0.610], [-0.324, -0.152, 0.152], [-0.254, -0.118, 0.066], [-0.035, -0.075, -0.344], [-0.483, -0.005, -0.318], [0.106, -0.123, -0.253], [-0.420, 0.393, 0.002], [0.076, -0.493, 0.362], [0.171, -0.198, 0.013], [0.108, -0.074, -0.188], [0.156, 0.035, 0.074], [-0.051, 0.447, -0.269]],
  "lowdin_charge": [-0.0671, -0.2467, -0.2304, -0.0891, 0.0812, 0.1117, 0.1140, 0.1069, 0.1223, 0.0389, -0.0617, -0.2233, -0.2196, -0.0649, 0.1117, 0.1279, 0.1210, 0.0995, 0.1330, 0.0901, -0.0972, -0.2242, -0.2246, -0.0721, 0.0537, 0.1291, 0.1246, 0.1207, 0.1168, 0.0840, -0.1606, -0.1260, 0.0726, 0.0788, 0.0652, 0.0726, -0.1280, -0.1361, 0.0780, 0.0612, 0.0823, 0.0428, -0.1742, -0.1355, 0.0741, 0.0697, 0.0724, 0.0242],
  "smiles": "OCCO.OCCO.OCCO.CO.CO.CO",
  "charge": 0,
  "energy_ha": -1037.96352,
  "lumo_energy_ev": 0.116,
  "de_lowest_kcal_mol": 0.0
}

Record 3
{
  "formula": "C39H42GeN2O4SW",
  "method": "ωB97M-V/def2-TZVPD",
  "species": ["W", "C", "N", "C", "C", "C", "C", "C", "C", "C", "C", "H", "H", "H", "H", "H", "H", "H", "H", "H", "H", "H", "H", "C", "Ge", "C", "C", "C", "C", "C", "C", "C", "C", "C", "C", "C", "C", "C", "C", "C", "C", "C", "C", "H", "H", "H", "H", "H", "H", "H", "H", "H", "H", "H", "H", "H", "H", "H", "H", "C", "C", "C", "C", "C", "C", "C", "S", "O", "O", "N", "C", "C", "C", "O", "O", "H", "H", "H", "H", "H", "H", "H", "H", "H", "H", "H", "H", "C", "H", "H"],
  "positions_angstrom": [[-0.102415, -0.292579, 0.056488], [2.278115, -2.682268, 0.278896], [1.947602, -1.408985, 0.887280], [1.856011, -1.554019, 2.327104], [2.965492, -0.420943, 0.531248], [2.761233, 0.048424, -0.883064], [3.825146, 0.299370, -1.727351], [3.601215, 0.759789, -3.017098], [2.294477, 0.968512, -3.434725], [1.236787, 0.722049, -2.582212], [1.425209, 0.248449, -1.279157], [3.199869, -3.108191, 0.715434], [2.424310, -2.531692, -0.788830], [1.460330, -3.384972, 0.423779], [2.826098, -1.852449, 2.768638], [1.121045, -2.322834, 2.571121], [1.540408, -0.610106, 2.772798], [3.981744, -0.834345, 0.683679], [2.840374, 0.436856, 1.202298], [4.842548, 0.139413, -1.382859], [4.433597, 0.959797, -3.681169], [2.109182, 1.328017, -4.440970], [0.224850, 0.892130, -2.930960], [-1.763145, 0.958349, -0.326585], [-3.341400, -0.346727, -0.239694], [-4.953407, 0.600664, -1.021811], [-6.095200, -0.059128, -1.455318], [-7.161337, 0.620541, -2.015090], [-7.126969, 2.000372, -2.115683], [-6.015417, 2.685265, -1.653742], [-4.942826, 1.989280, -1.125487], [-3.939829, -0.319789, 1.684019], [-4.964444, 0.528510, 2.096093], [-5.462112, 0.493294, 3.384885], [-4.934553, -0.393520, 4.307593], [-3.896761, -1.229281, 3.927340], [-3.410154, -1.185697, 2.634175], [-3.042993, -2.202927, -0.787660], [-3.933510, -2.907425, -1.558730], [-3.752277, -4.232319, -1.928915], [-2.599305, -4.903613, -1.474353], [-1.651633, -4.262093, -0.761078], [-1.688431, -2.786046, -0.467169], [-1.919512, 1.548565, -1.236234], [-6.158029, -1.129769, -1.340782], [-8.030722, 0.073191, -2.361684], [-7.963788, 2.538047, -2.544040], [-5.993109, 3.767712, -1.701195], [-4.083249, 2.540669, -0.767035], [-5.384104, 1.232526, 1.389708], [-6.262594, 1.164616, 3.673446], [-5.323598, -0.428536, 5.317665], [-3.468445, -1.919862, 4.645904], [-2.605375, -1.853792, 2.357103], [-4.854648, -2.433073, -1.870468], [-4.500878, -4.751878, -2.514605], [-2.496733, -5.968410, -1.684135], [-0.779433, -4.805218, -0.404337], [-1.455497, -2.661463, 0.620603], [4.923672, 2.706787, 2.091655], [3.624982, 3.453151, 1.988700], [3.258846, 4.377553, 2.978276], [2.097983, 5.104551, 2.872458], [1.250867, 4.906095, 1.775059], [1.577293, 3.952974, 0.801297], [2.756659, 3.254257, 0.899773], [-0.264141, 5.799367, 1.703056], [-0.493448, 6.366151, 0.396751], [-0.307959, 6.725183, 2.812558], [-1.507535, 4.690365, 1.961499], [-1.262729, 3.855814, 3.119582], [-2.011006, 2.526175, 3.032543], [-1.420568, 1.697855, 1.900417], [-2.008274, 1.920300, 0.753143], [-0.460612, 0.955468, 2.101049], [5.562994, 3.156729, 2.850629], [5.451822, 2.716238, 1.138220], [4.756871, 1.663139, 2.363509], [3.906755, 4.518642, 3.837902], [1.813032, 5.840505, 3.609025], [0.907744, 3.786942, -0.028270], [3.013291, 2.543539, 0.126347], [-1.652513, 4.144667, 1.122903], [-1.575191, 4.424446, 4.003081], [-0.186293, 3.641135, 3.211288], [-3.071779, 2.696455, 2.845652], [-1.881965, 1.972582, 3.964168], [-0.580153, -2.006478, -1.225822], [0.235970, -2.704573, -1.436792], [-0.983852, -1.698501, -2.197821]],
  "atomic_forces_ev_per_a": [[1.559, 0.361, -0.271], [-0.011, -0.296, -0.209], [-0.305, 0.153, 0.143], [0.063, -0.076, 0.350], [0.325, 0.390, -0.470], [0.871, -0.204, 0.268], [0.037, -0.069, 0.173], [0.662, 0.175, -0.291], [-0.383, 0.071, -0.048], [-0.061, 0.318, -0.862], [-1.349, -0.615, 1.558], [-0.025, 0.094, -0.001], [-0.027, -0.044, -0.022], [-0.061, -0.035, -0.026], [-0.005, 0.001, -0.046], [-0.028, 0.049, -0.008], [-0.017, -0.021, -0.020], [-0.088, 0.033, 0.033], [-0.164, 0.010, 0.189], [0.105, -0.074, 0.050], [0.041, -0.006, -0.036], [-0.054, 0.022, -0.073], [-0.065, 0.006, -0.088], [-0.494, -1.025, -0.454], [-0.329, -0.628, -0.239], [0.711, -0.213, 0.009], [-0.012, -0.327, 0.071], [-0.266, 0.027, -0.023], [-0.117, 0.087, -0.077], [-0.147, 0.234, -0.038], [0.212, 0.011, 0.058], [0.177, 0.231, -0.282], [0.048, 0.092, -0.175], [-0.164, 0.111, 0.244], [-0.029, 0.017, 0.178], [0.017, -0.072, 0.279], [0.199, -0.185, -0.107], [-0.401, 1.181, 0.479], [-0.217, 0.036, 0.021], [-0.683, -0.256, -0.633], [0.236, -0.114, 0.136], [0.140, -0.412, 0.331], [0.359, 0.259, -0.198], [0.093, -0.113, 0.028], [-0.049, -0.106, -0.043], [-0.005, -0.016, 0.003], [-0.029, 0.035, -0.017], [0.050, 0.027, -0.023], [0.108, 0.054, -0.014], [-0.086, 0.027, -0.017], [-0.049, 0.014, 0.014], [-0.019, -0.003, 0.050], [0.007, -0.008, -0.019], [0.061, -0.104, -0.079], [-0.062, 0.069, -0.108], [-0.067, 0.002, -0.004], [0.110, 0.039, 0.003], [0.048, -0.029, 0.009], [-0.029, 0.013, -0.024], [-0.082, -0.012, -0.012], [-0.417, 0.335, -0.157], [0.450, -0.466, -0.270], [-0.724, 0.244, -0.370], [0.559, -0.349, 0.149], [-0.584, 0.694, 0.270], [0.667, -0.163, 0.470], [-1.516, 0.991, -0.252], [0.330, -0.671, 0.116], [0.346, -0.631, 0.073], [1.052, 0.796, -0.423], [0.075, -0.277, 0.923], [0.205, 0.090, -0.396], [-0.561, 0.544, 0.569], [-0.187, 0.821, 1.037], [-0.119, -0.547, -0.911], [0.051, -0.010, 0.013], [0.003, -0.044, -0.021], [-0.028, -0.069, -0.022], [0.000, 0.043, -0.063], [0.005, 0.005, 0.116], [-0.043, -0.135, -0.180], [-0.013, -0.154, -0.114], [-0.046, -0.138, -0.374], [0.068, -0.196, -0.049], [-0.243, -0.088, 0.192], [0.015, -0.054, 0.046], [-0.014, 0.041, -0.090], [0.195, 0.382, 0.297], [0.220, -0.056, -0.106], [-0.006, -0.125, -0.093]],
  "mulliken_spin": [1.7792, 0.0603, 0.1218, 0.0146, -0.0764, 0.0582, 0.0297, -0.0550, 0.0173, -0.0155, -0.1396, 0.0008, -0.0112, -0.0140, 0.0102, -0.0069, -0.0406, -0.0204, -0.0089, 0.0022, -0.0133, 0.0015, -0.0044, 0.0326, 0.0065, 0.0033, -0.0011, 0.0006, -0.0005, 0.0018, 0.0076, 0.0012, 0.0021, -0.0004, 0.0003, 0.0047, 0.0056, -0.0371, -0.0026, 0.0037, -0.0044, 0.0364, 0.1129, 0.0295, 0.0000, 0.0001, 0.0000, 0.0000, 0.0036, -0.0002, 0.0000, 0.0000, 0.0001, -0.0177, -0.0014, 0.0005, -0.0008, -0.0032, -0.0540, 0.0198, 0.0494, -0.0233, 0.0095, -0.0297, 0.0132, -0.0893, -0.0056, 0.0003, -0.0001, -0.0050, 0.0035, -0.0112, 0.0406, 0.0249, 0.1353, -0.0007, -0.0002, -0.0088, -0.0064, 0.0007, 0.0068, 0.0116, 0.0024, 0.0023, -0.0028, 0.0000, 0.0018, 0.0305, -0.0029, 0.0139],
  "charge": -2,
  "s_squared": 2.1043,
  "spin_multiplicity": 3,
  "energy_ha": -4463.78725,
  "lumo_energy_ev": [4.011, 4.031],
  "de_lowest_kcal_mol": 15.3
}

Number 1 is which compound?
C22H25BrF2N3OS3Tc

Which of these has the lowest charge?
C39H42GeN2O4SW

The lowest charge belongs to which entry?
C39H42GeN2O4SW

Which of these has the lowest charge?
C39H42GeN2O4SW